[1]
96
Properties=species:S:1:pos:R:3:forces:R:3:lowdin_charge:R:1 method="wB97M-V/def2-TZVPD" homo_lumo_gap_ev=11.2 homo_ev=-10.710 fmax_ev_per_a=3.16 total_charge=0 lumo_ev=0.51 e_above_lowest_ev=1.902 energy_ha=-2749.02740
C -0.5817 4.1425 19.9400 -0.4 1.3 0.7 -0.034
O -0.5062 2.9536 20.6955 -0.8 -1.0 -0.1 0.015
C 0.6064 2.8660 21.3906 0.3 -0.6 0.4 -0.664
O 1.3714 3.7681 21.5200 1.3 1.0 0.1 0.112
O 0.7571 1.6578 21.9267 -0.1 -0.3 -0.4 0.024
C 2.0855 1.3918 22.3924 0.6 1.8 1.0 -0.033
H -1.5940 4.2497 19.6027 -0.7 -0.1 0.1 0.087
H 0.0028 4.0490 19.0359 0.7 0.3 0.1 0.102
H -0.3401 5.0031 20.6259 0.0 -0.7 -1.2 0.105
H 2.2380 0.3514 22.4478 -0.3 -1.2 0.3 0.079
H 2.2926 1.9026 23.3628 -0.4 -0.6 -0.6 0.098
H 2.8485 1.7759 21.7297 -0.1 0.2 -0.5 0.090
C -1.1835 3.5043 24.2283 -0.4 0.6 -0.4 -0.006
O 0.1718 4.0225 24.3103 -0.2 -0.2 0.1 -0.008
C 0.4839 4.4847 25.5198 -0.2 0.0 1.3 -0.579
O -0.3006 4.5432 26.4524 1.1 0.2 -0.9 0.109
O 1.8010 4.8281 25.5741 -2.0 -0.3 -0.2 -0.055
C 2.2074 5.4246 26.8245 0.6 0.2 -0.8 -0.022
H -1.9166 4.3174 24.2050 0.3 0.2 -0.2 0.101
H -1.4714 2.9512 25.1173 0.4 -0.5 -0.1 0.096
H -1.2646 2.9536 23.2799 0.2 0.0 0.6 0.090
H 2.2093 4.6768 27.6229 0.1 0.2 -0.2 0.099
H 1.5882 6.2900 27.0904 0.1 -0.3 -0.1 0.102
H 3.2098 5.7524 26.5062 -0.2 0.0 0.9 0.099
C 5.7549 -4.3315 28.4167 -0.2 -0.6 0.9 -0.076
O 4.9369 -3.5681 27.6050 -1.8 1.6 -2.1 -0.030
C 5.3958 -3.0904 26.3960 0.0 -0.2 2.9 -0.557
O 6.5056 -3.3760 26.0314 -0.3 0.4 -1.3 0.106
O 4.4762 -2.2353 25.9314 1.1 0.1 -0.9 0.017
C 4.7956 -1.7239 24.5646 0.2 -0.5 1.6 0.033
H 6.0909 -3.6970 29.2363 0.3 -0.2 0.1 0.098
H 6.5596 -4.7376 27.8486 0.8 -0.3 -0.2 0.077
H 5.1332 -5.1475 28.8197 0.3 0.3 -0.1 0.102
H 4.4955 -2.5362 23.9607 -0.2 -0.5 -1.2 0.087
H 5.8579 -1.5352 24.4779 0.1 -0.1 0.1 0.073
H 4.2513 -0.8180 24.3559 -0.4 0.1 0.4 0.079
C 9.5514 -2.8688 24.9294 -0.6 2.2 1.6 -0.005
O 10.0999 -1.8741 23.9977 -0.3 -1.4 0.5 -0.001
C 10.5185 -0.7009 24.4391 -0.2 0.2 0.0 -0.680
O 11.2414 -0.0361 23.7674 0.9 0.7 -0.8 0.128
O 10.0404 -0.2715 25.6180 0.5 0.3 0.4 -0.040
C 10.7592 0.9349 26.1065 -0.6 -1.6 1.3 0.003
H 10.1892 -2.9358 25.8200 0.4 -0.2 -0.4 0.092
H 9.4583 -3.8468 24.4573 -0.3 0.6 -0.2 0.098
H 8.6410 -2.3837 25.3867 0.4 -1.3 -1.0 0.087
H 10.5103 1.8201 25.5567 -0.2 0.3 -0.4 0.082
H 11.8332 0.7466 26.0999 -0.2 0.1 -0.2 0.097
H 10.4178 0.9917 27.1630 0.2 0.2 -0.8 0.104
C 1.5005 6.8257 22.6263 -0.8 -1.1 0.6 -0.038
O 2.3344 7.9720 22.6208 0.4 0.6 0.1 -0.008
C 2.2875 8.7777 23.6884 -1.5 0.1 1.1 -0.565
O 1.5017 8.6752 24.6334 1.7 0.1 -1.4 0.089
O 3.1765 9.7583 23.5122 0.2 -1.2 -0.3 0.002
C 3.4033 10.6268 24.6204 -0.7 -0.2 -0.8 -0.023
H 0.8612 6.8027 21.7172 0.2 0.4 0.7 0.098
H 0.9232 6.7785 23.5897 0.4 0.1 -1.2 0.104
H 2.1221 5.9230 22.5568 0.0 0.3 0.1 0.063
H 3.5694 10.0955 25.5266 -0.1 -0.6 0.7 0.089
H 2.5270 11.2414 24.6611 -0.2 0.7 0.6 0.095
H 4.2866 11.1657 24.3716 0.5 0.6 -0.2 0.087
C 8.5470 3.4498 20.8886 -0.5 0.4 -0.1 0.010
O 7.4817 2.6022 20.3080 0.7 1.2 0.4 0.015
C 7.7678 1.3614 19.9751 3.0 -0.2 0.9 -0.640
O 7.0138 0.6010 19.4839 -1.4 -0.9 -0.7 0.146
O 9.0848 1.0160 20.2970 -1.4 -0.5 -0.6 -0.079
C 9.4305 -0.3891 19.9599 0.0 1.6 0.7 -0.002
H 9.4656 3.4389 20.2916 -0.3 -0.3 0.2 0.101
H 8.7092 3.1604 21.9276 0.2 -0.2 -0.2 0.084
H 8.1672 4.4833 20.9045 -0.2 -0.6 -0.2 0.083
H 9.4983 -0.4976 18.8894 0.1 0.0 -0.3 0.084
H 8.6583 -1.0646 20.3244 0.2 0.0 0.2 0.089
H 10.4056 -0.4712 20.4522 -0.4 -0.5 -0.2 0.097
C 8.6520 6.6511 23.7614 -1.2 1.0 0.4 -0.037
O 7.9731 6.6612 22.5144 -0.6 -0.9 -0.4 -0.026
C 6.6216 6.4982 22.5505 0.4 1.7 0.3 -0.608
O 5.8991 6.7243 23.4919 0.5 -0.5 -0.1 0.109
O 6.2588 6.2614 21.3144 -0.7 -0.2 -1.0 0.005
C 4.8337 6.1601 20.9972 0.8 0.6 1.0 0.027
H 8.8177 7.7146 24.0253 0.1 -0.7 0.3 0.108
H 9.5625 6.1156 23.6595 0.9 -0.3 -0.3 0.077
H 8.0190 6.1228 24.4729 0.1 0.3 0.3 0.095
H 4.5650 6.9043 20.2641 0.4 0.1 -0.6 0.096
H 4.2545 6.4566 21.8749 0.1 -0.7 0.0 0.063
H 4.7481 5.1508 20.6382 -0.7 -0.3 0.0 0.100
C 7.4928 0.9511 23.5750 0.0 0.4 -0.1 -0.006
O 7.1631 2.3206 23.7073 -1.8 1.1 -0.4 -0.005
C 5.8125 2.5009 23.5867 1.4 2.3 0.6 -0.566
O 4.9952 1.6461 23.5708 -1.1 -1.5 -0.3 0.139
O 5.5326 3.8163 23.5919 0.7 -0.8 -0.3 0.009
C 4.1405 4.1415 23.6923 -0.5 -0.7 0.6 -0.035
H 7.5194 0.7004 22.5264 0.0 -0.4 -0.3 0.097
H 6.7276 0.4168 24.1023 0.1 -0.8 0.2 0.073
H 8.4621 0.8896 24.0041 0.7 -0.5 0.4 0.080
H 4.1180 5.2131 23.7603 -0.1 0.3 0.0 0.068
H 3.7117 3.6968 24.6019 0.3 0.2 -0.2 0.098
H 3.5344 3.7627 22.8669 0.3 0.2 -0.2 0.076

---

[2]
19
Properties=species:S:1:pos:R:3:forces:R:3:lowdin_charge:R:1 method="wB97M-V/def2-TZVPD" homo_lumo_gap_ev=11.0 homo_ev=-14.442 fmax_ev_per_a=3.72 total_charge=+1 lumo_ev=-3.43 e_above_lowest_ev=1.748 energy_ha=-458.95411
O 0.8219 -0.4806 -0.2941 1.4 -0.3 -0.8 0.279
H 0.3769 -1.2886 -0.5881 0.7 -2.1 0.2 0.099
H 0.0879 0.0634 -0.1321 -2.3 2.7 0.8 0.047
H 1.2759 -0.4916 0.5769 0.5 -0.2 0.7 0.126
O -1.1041 1.7904 -1.9511 -1.4 -2.0 -1.9 -0.050
H -1.8321 1.2994 -2.4131 -0.4 1.1 1.2 0.099
H -0.4791 1.3834 -2.5621 1.4 0.6 0.2 0.068
O 1.4839 -0.0686 2.3759 -1.2 -1.8 -1.5 -0.013
H 1.1509 -0.8886 2.7889 0.5 0.8 0.2 0.084
H 1.9009 0.4784 3.0129 0.6 0.7 1.0 0.055
O -1.6291 -0.0176 1.0889 0.5 -0.3 1.0 -0.054
H -2.3741 0.3954 0.6449 -0.2 0.2 0.5 0.053
H -1.7131 0.0674 2.0799 -0.2 0.1 -1.8 0.097
O 0.6489 2.2804 -0.1101 -0.2 -1.5 0.5 -0.037
H -0.1551 2.2334 -0.6361 -0.1 0.3 0.0 -0.027
H 0.9719 3.1504 -0.2171 0.6 1.4 -0.1 0.033
O 0.5269 -3.0156 -1.1141 -2.3 -2.9 0.7 -0.083
H 0.1819 -3.9376 -0.7261 1.5 2.9 -0.8 0.156
H -0.1411 -2.9526 -1.8241 0.5 0.1 -0.1 0.066

---

[3]
13
Properties=species:S:1:pos:R:3:forces:R:3:lowdin_charge:R:1 method="wB97M-V/def2-TZVPD" multiplicity=2 homo_lumo_gap_ev="9.8 / 7.1" homo_ev="-8.750 / -8.735" fmax_ev_per_a=1.62 total_charge=0 lumo_ev="1.06 / -1.60" s2=0.75 e_above_lowest_ev=0.899 energy_ha=-248.98284
C 1.7431 0.9967 -0.3156 -0.4 -0.5 -1.5 -0.114
N 0.6630 0.1149 -0.8190 -0.4 0.0 0.8 -0.130
C -0.6906 0.5350 -0.4622 0.0 0.1 0.6 -0.222
C -1.3136 -0.4120 0.6420 0.4 -0.1 -1.3 -0.281
O -0.6168 -1.5440 0.9307 0.1 0.0 -0.1 0.014
H 1.3261 1.6573 0.4544 0.7 0.1 -0.1 0.071
H 2.0936 1.4945 -1.2358 -0.1 0.7 0.8 0.072
H 2.6263 0.4352 -0.0002 -0.4 -0.1 0.4 0.072
H 0.7293 -0.8187 -0.4338 0.4 0.0 0.0 0.065
H -1.2897 0.6673 -1.3624 -0.4 -0.5 0.0 0.098
H -0.7614 1.5195 0.0254 0.6 0.0 -0.3 0.098
H -2.3168 -0.7565 0.3496 -0.2 0.3 0.3 0.131
H -1.3530 0.1584 1.5703 -0.4 0.0 0.4 0.126

---

[4]
45
Properties=species:S:1:pos:R:3:forces:R:3:lowdin_charge:R:1 method="wB97M-V/def2-TZVPD" homo_lumo_gap_ev=8.0 homo_ev=-8.065 fmax_ev_per_a=19.10 total_charge=0 lumo_ev=-0.08 e_above_lowest_ev=18.670 energy_ha=-1145.89927
C 0.8985 2.3303 2.2909 3.4 -3.6 0.9 -0.024
C 0.3226 0.9238 1.9321 1.4 -0.2 2.7 -0.162
C -0.8353 0.4577 1.2533 6.9 0.5 3.5 0.005
C -0.7657 -0.9127 1.3418 4.8 -1.1 2.6 -0.186
C 0.4696 -1.3492 2.0021 -1.9 4.0 3.2 -0.107
N 1.0959 -0.1617 2.5896 -4.1 0.1 -4.4 0.025
C 2.3316 -0.0715 3.4281 -0.1 -4.2 -5.9 0.036
C 3.4752 -0.5891 2.4179 -3.5 -1.9 7.5 -0.269
C 4.3372 -1.6351 2.3343 -0.7 2.0 -1.0 0.056
C 5.2214 -1.1530 1.2730 0.6 -9.2 4.7 -0.062
C 4.7561 -0.0569 1.0514 9.5 9.2 -13.7 -0.351
O 3.8213 0.3371 1.6504 -6.7 7.6 1.3 0.134
H 5.4014 0.7399 0.0033 -2.5 -2.1 3.5 0.237
H 5.9459 -1.7925 1.0117 2.8 -1.3 -1.7 0.086
H 4.3259 -2.5375 2.8304 0.0 -1.6 1.0 0.092
H 2.3618 0.8024 3.9554 0.7 2.3 1.0 0.091
H 2.2575 -0.9141 4.0020 -0.4 -1.8 2.4 0.084
C 0.7667 -2.6295 2.6079 -4.8 -3.8 -2.8 -0.033
H -0.0830 -3.5124 2.0551 2.8 2.8 1.6 0.195
H 1.6940 -2.8711 2.3198 3.7 -1.4 -1.4 0.009
H 0.7699 -2.9251 3.6257 -0.7 0.9 1.5 0.072
C -1.7772 -1.7468 1.0184 -3.5 -4.4 -4.2 -0.335
O -1.9553 -2.9984 1.1349 0.6 3.5 0.6 0.004
C -2.7554 -1.0321 -0.0160 -1.7 -3.6 -4.4 -0.005
H -3.2684 -2.1876 -0.8017 1.1 3.8 2.9 0.252
O -2.0754 -0.2615 -1.1099 2.4 0.3 1.4 -0.082
C -2.5714 0.3099 -2.2149 -11.9 -9.4 6.7 -0.251
O -3.9629 -0.2149 -2.3152 6.8 3.8 -1.3 -0.154
C -1.8083 1.1792 -2.8120 -3.1 2.2 -6.0 -0.200
C -0.5858 1.6069 -2.6149 2.2 -5.0 10.2 -0.066
C -0.2329 2.2774 -3.6209 8.2 6.5 -4.7 -0.168
C -1.1360 2.3566 -4.5893 -5.4 0.8 -0.5 -0.009
N -2.2809 1.6718 -4.0846 7.4 2.0 1.8 -0.064
C -3.3628 1.5459 -4.8501 -7.8 -3.0 0.9 -0.113
H -3.2327 1.0088 -5.7463 0.5 -0.1 -1.5 0.079
H -4.0995 2.3786 -4.9194 1.1 0.1 -0.2 0.110
H -4.1111 0.7682 -4.2900 1.7 1.5 -0.9 0.139
H -1.3929 3.1914 -5.2919 0.9 -1.3 0.2 0.152
H 0.7471 2.8759 -3.6772 -1.5 -1.1 0.0 0.149
H -0.0409 1.2082 -1.5529 -1.3 1.6 -3.4 0.213
H -3.5161 -0.3636 0.3796 -0.3 -0.4 0.0 0.113
H -1.3818 1.2609 1.0862 -3.6 2.6 -1.8 0.082
H 0.9966 2.5525 3.4011 -0.9 -0.2 -1.3 0.091
H 0.4873 3.0647 1.7012 -1.0 1.9 -1.0 0.031
H 2.0508 2.2087 2.0146 -2.3 0.7 0.2 0.105

---

[5]
24
Properties=species:S:1:pos:R:3:forces:R:3:lowdin_charge:R:1 method="wB97M-V/def2-TZVPD" homo_lumo_gap_ev=2.3 homo_ev=-9.240 fmax_ev_per_a=3.34 total_charge=0 lumo_ev=-6.95 energy_ha=-8358.63197
Hf -1.3006 0.2752 2.3364 0.5 -0.3 0.3 1.354
Br 1.8503 -2.0053 5.3750 -0.4 0.3 -0.4 -0.233
Br -3.0948 -3.6886 0.7060 0.3 0.7 0.3 -0.376
Br 1.4591 4.0688 2.0299 -0.5 -0.7 0.0 -0.369
N -3.4747 0.5621 6.8934 -1.2 -0.2 -0.5 -0.609
O -2.7897 1.4202 6.3648 1.9 2.8 0.1 0.072
O -3.9831 0.6542 7.9907 0.5 -0.6 -0.8 0.124
O -3.6321 -0.3323 6.0364 -1.0 -2.0 0.6 0.050
C 3.1607 -0.4281 -0.8491 -0.1 0.0 0.9 -0.121
O 1.7462 -0.5632 -1.0219 1.3 0.2 -1.8 -0.211
C 1.4937 -0.7721 -2.4631 -0.6 -0.4 1.3 -0.179
C 0.7023 0.3907 -2.9939 0.8 0.1 1.0 -0.215
O -0.5293 0.4044 -2.2645 -0.4 -0.6 -1.6 -0.196
C -1.6182 0.4591 -3.1859 -0.7 1.6 0.7 -0.112
H 3.6295 0.3440 -1.4592 -0.3 0.1 -0.3 0.087
H 3.6637 -1.3777 -1.0320 0.1 -0.1 -0.1 0.086
H 3.3527 -0.1394 0.1842 -0.1 -0.1 0.1 0.083
H 0.9226 -1.7003 -2.4450 -0.4 0.1 -0.5 0.128
H 2.3671 -0.9710 -3.0842 0.5 0.2 0.4 0.122
H 0.7020 0.3976 -4.0839 -1.0 -0.5 -0.2 0.126
H 1.2299 1.3251 -2.8029 0.2 0.1 0.5 0.129
H -1.6043 1.4632 -3.6098 0.1 0.1 -0.6 0.085
H -2.5573 0.4883 -2.6334 0.1 -0.5 0.3 0.081
H -1.6956 -0.2749 -3.9880 0.5 -0.3 0.3 0.093

---

[6]
45
Properties=species:S:1:pos:R:3:forces:R:3:lowdin_charge:R:1 method="wB97M-V/def2-TZVPD" homo_lumo_gap_ev=9.8 homo_ev=-9.159 fmax_ev_per_a=0.46 total_charge=0 lumo_ev=0.66 e_above_lowest_ev=0.753 energy_ha=-1390.61424
C -1.9093 -1.2017 -2.4767 0.0 0.0 0.0 -0.083
C -1.6609 0.0526 -1.6507 0.0 0.0 0.0 -0.175
C -2.1457 -0.0569 -0.1869 0.0 0.0 0.0 -0.396
C -3.6233 -0.4457 -0.0985 0.0 0.0 0.0 -0.022
C -1.3433 -1.0664 0.5264 0.0 0.0 0.0 -0.154
N -0.7160 -1.8394 1.1001 0.0 0.0 0.0 0.201
C -1.9315 1.2851 0.5629 0.0 0.0 0.0 -0.446
O -2.8522 1.8449 1.1257 0.0 0.0 0.0 0.084
N -0.6708 1.7644 0.5672 0.0 0.0 0.0 0.104
C -0.3061 2.8738 1.4439 0.0 0.0 0.0 -0.146
C -0.3779 2.4566 2.8900 0.0 0.0 0.0 -0.068
C 0.6437 2.0760 3.6483 0.0 0.0 0.0 -0.079
C 2.0874 2.0112 3.2189 0.2 0.1 0.0 -0.164
N 2.4357 0.7341 2.5912 -0.4 -0.1 0.0 0.083
C 2.3906 0.5910 1.2438 0.5 0.0 0.0 -0.494
O 2.4183 1.5434 0.4777 -0.2 0.0 0.0 -0.018
C 2.4271 -0.8351 0.7319 0.0 0.0 0.0 -0.104
C 2.0811 -0.9710 -0.7189 0.0 0.0 0.0 -0.496
C 1.6642 -2.1188 -1.3266 0.0 0.0 0.0 -0.093
C 1.4685 -1.9268 -2.7216 0.0 0.0 0.0 -0.487
C 1.0318 -2.9966 -3.6732 0.0 0.0 0.0 -0.044
N 1.7075 -0.7117 -3.1533 0.0 0.0 0.0 -0.258
S 2.1865 0.2568 -1.9115 0.0 0.0 0.0 1.051
H -1.4195 -1.1072 -3.4455 0.0 0.0 0.0 0.077
H -1.4960 -2.0825 -1.9796 0.0 0.0 0.0 0.074
H -2.9715 -1.3732 -2.6497 0.0 0.0 0.0 0.074
H -0.5948 0.2838 -1.6683 0.0 0.0 0.0 0.072
H -2.1760 0.9091 -2.0930 0.0 0.0 0.0 0.133
H -3.9616 -0.4234 0.9341 0.0 0.0 0.0 0.094
H -4.2171 0.2719 -0.6632 0.0 0.0 0.0 0.101
H -3.7789 -1.4428 -0.5054 0.0 0.0 0.0 0.087
H 0.0756 1.2760 0.0962 0.0 0.0 0.0 0.101
H 0.6947 3.1850 1.1570 0.0 0.0 0.0 0.107
H -0.9975 3.6974 1.2654 0.0 0.0 0.0 0.124
H -1.3768 2.4208 3.3092 0.0 0.0 0.0 0.106
H 0.4334 1.7552 4.6640 0.0 0.0 0.0 0.099
H 2.3282 2.7837 2.4927 0.0 0.0 0.0 0.112
H 2.7412 2.1572 4.0785 0.0 0.0 0.0 0.115
H 2.2476 -0.0962 3.1316 0.0 0.0 0.0 0.143
H 3.4445 -1.2033 0.8991 0.0 0.0 0.0 0.139
H 1.7540 -1.4654 1.3162 0.0 0.0 0.0 0.096
H 1.4895 -3.0493 -0.8050 0.0 0.0 0.0 0.121
H 0.1313 -3.4974 -3.3148 0.0 0.0 0.0 0.071
H 0.8348 -2.5639 -4.6514 0.0 0.0 0.0 0.078
H 1.8096 -3.7551 -3.7782 0.0 0.0 0.0 0.080

---

[7]
14
Properties=species:S:1:pos:R:3:forces:R:3:lowdin_charge:R:1 method="wB97M-V/def2-TZVPD" homo_lumo_gap_ev=10.4 homo_ev=-9.563 fmax_ev_per_a=0.47 total_charge=0 lumo_ev=0.79 e_above_lowest_ev=0.143 energy_ha=-358.04463
H 3.8143 0.7720 -1.5406 -0.2 0.0 0.0 0.037
N 3.1923 0.4474 -0.8064 -0.1 0.0 -0.2 0.075
C 1.9687 0.6262 -1.0921 0.2 0.2 0.2 -0.277
N 1.0296 0.2711 -0.1439 0.2 -0.1 -0.1 0.083
C -0.3278 0.1400 -0.4095 -0.1 0.0 -0.2 -0.556
O -0.8171 0.4119 -1.4930 0.1 0.0 0.5 0.054
N -1.0164 -0.3063 0.6768 0.1 0.0 0.0 0.004
C -2.4464 -0.4918 0.6894 -0.2 0.0 0.0 -0.072
H 1.5327 1.0963 -1.9781 0.2 -0.2 0.0 0.131
H 1.4344 -0.1221 0.6950 -0.1 0.0 -0.1 0.138
H -0.4934 -0.5394 1.5050 -0.1 0.1 -0.1 0.131
H -2.8579 -0.1016 -0.2426 0.1 -0.1 0.1 0.086
H -2.8832 0.0545 1.5298 0.0 -0.1 -0.1 0.082
H -2.7080 -1.5507 0.7781 0.0 0.1 0.0 0.083